a) Entry from the Open Molecules 2025 dataset: a cluster of 2 separate species, Br2ClHNP in total (wB97M-V/def2-TZVPD).

As for the HOMO energy (alpha / beta): -9.76 / -9.76 eV. The calculation puts the lowest unoccupied orbital energy (alpha / beta) at -0.167 / -0.167 Ha. The value obtained for the molar mass is 241.250 g/mol. The HOMO-LUMO gap (alpha / beta) comes out at 5.21 / 5.21 eV.

Each line ends with the natural charge from an NBO analysis.
Cartesian coordinates (Å):
N 0.9066 -1.3391 0.0765  -1.08
P 0.0258 -0.0970 0.1912  1.29
Cl 0.8144 3.2385 0.1852  -0.46
Br -1.5518 -0.2914 1.8560  -0.06
Br -1.5064 0.0312 -1.4718  -0.11
H 1.3114 -1.5423 -0.8371  0.42



b) Entry from the Open Molecules 2025 dataset: a cluster of 2 separate species, Br2ClHNP in total (wB97M-V/def2-TZVPD).

As for the HOMO energy: -9.92 eV. The calculation puts the lowest unoccupied orbital energy at -0.046 Ha. The SMILES is [H]/N=P/Br.ClBr. The value obtained for the molar mass is 241.250 g/mol. The HOMO-LUMO gap comes out at 8.67 eV.

Each line ends with the natural charge from an NBO analysis.
Cartesian coordinates (Å):
H -3.1113 0.4185 -1.1794  0.39
N -2.4076 0.5352 -0.3060  -1.13
P -1.0224 1.0273 -0.7358  0.98
Br 0.0687 0.8918 1.1254  -0.24
Cl 3.4484 -1.0957 1.5363  -0.11
Br 3.0242 -1.7770 -0.4405  0.11



It turns out b) is the most stable, with the second structure 0.0558 hartree higher.



a) Entry from the Open Molecules 2025 dataset: the ion C3H3ClNO with charge +1 (wB97M-V/def2-TZVPD).

As for the total charge: +1. As for the HOMO energy: -16.18 eV. The calculation puts the lowest unoccupied orbital energy at -0.275 Ha. The SMILES is O=[N+]1C=C[C@H]1Cl. The value obtained for the molar mass is 104.516 g/mol. The HOMO-LUMO gap comes out at 8.68 eV.

Each line ends with the natural charge from an NBO analysis.
Cartesian coordinates (Å):
O -1.4511 -2.3130 0.0553  -0.06
N -0.9533 -1.2704 0.0910  0.31
C 0.1393 -0.7288 -0.6000  -0.11
C 0.0276 0.5059 -0.3089  0.03
C -1.4377 0.0389 0.5881  -0.14
Cl -2.7900 0.7243 -0.2180  0.15
H 0.7609 -1.4809 -1.1407  0.28
H 0.2560 1.5400 -0.3587  0.29
H -1.3754 0.1026 1.6451  0.26



b) Entry from the Open Molecules 2025 dataset: the ion C3H3ClNO with charge +1 (wB97M-V/def2-TZVPD).

As for the total charge: +1. As for the HOMO energy (alpha / beta): -15.39 / -15.39 eV. The calculation puts the lowest unoccupied orbital energy (alpha / beta) at -0.279 / -0.280 Ha. The value obtained for the molar mass is 104.516 g/mol. The HOMO-LUMO gap (alpha / beta) comes out at 7.79 / 7.78 eV.

Each line ends with the natural charge from an NBO analysis.
Cartesian coordinates (Å):
C 0.7245 0.6426 -0.2050  -0.29
C 1.4050 -0.3803 -0.6415  0.20
C -0.6487 0.2684 0.3763  -0.15
N -0.6310 -1.1560 0.1969  0.26
O -1.4604 -1.9251 0.0264  -0.03
Cl -2.0687 1.2996 -0.1482  0.06
H 0.7891 1.7015 -0.2219  0.33
H 2.4192 -0.9391 -0.8387  0.32
H -0.5289 0.4885 1.4557  0.30



c) Entry from the Open Molecules 2025 dataset: the ion C3H3ClNO with charge +1 (wB97M-V/def2-TZVPD).

As for the total charge: +1. As for the HOMO energy: -15.44 eV. The calculation puts the lowest unoccupied orbital energy at -0.258 Ha. The SMILES is O=[N+]1CC=C1Cl. The value obtained for the molar mass is 104.516 g/mol. The HOMO-LUMO gap comes out at 8.42 eV.

Each line ends with the natural charge from an NBO analysis.
Cartesian coordinates (Å):
O -0.5274 -2.0919 -0.1153  -0.04
N -0.3499 -1.0002 0.1307  0.37
C 0.9209 -0.2147 0.1277  -0.32
C 0.1033 1.0000 -0.1052  -0.10
C -1.1012 0.3905 0.0528  -0.01
Cl -2.6737 0.8776 0.0341  0.25
H 1.5564 -0.8411 -0.6537  0.26
H 1.6311 -0.1365 0.9893  0.28
H 0.4404 2.0163 -0.4605  0.31



It turns out c) is the most stable, with the second structure 0.0128 hartree higher.



a) Entry from the Open Molecules 2025 dataset: a structure of composition NO4S (wB97M-V/def2-TZVPD).

As for the total charge: -1. As for the HOMO energy: -4.42 eV. The calculation puts the lowest unoccupied orbital energy at 0.145 Ha. The value obtained for the molar mass is 110.070 g/mol. The HOMO-LUMO gap comes out at 8.38 eV.

Each line ends with the natural charge from an NBO analysis.
Cartesian coordinates (Å):
N 0.7370 -0.0883 -0.7720  0.30
O -2.0753 -0.0198 0.4280  -0.94
O 0.6027 0.8271 -1.6313  -0.49
O 1.6379 -0.9362 -0.8311  -0.48
O -0.1590 0.5933 1.9046  -0.95
S -0.7432 -0.3761 0.9018  1.57



b) Entry from the Open Molecules 2025 dataset: the ion NO4S with charge -1 (wB97M-V/def2-TZVPD).

As for the total charge: -1. As for the HOMO energy (alpha / beta): -4.79 / -4.79 eV. The calculation puts the lowest unoccupied orbital energy (alpha / beta) at 0.142 / 0.143 Ha. The SMILES is O=NS(=O)(=O)[O-]. The value obtained for the molar mass is 110.070 g/mol. The HOMO-LUMO gap (alpha / beta) comes out at 8.67 / 8.67 eV.

Each line ends with the natural charge from an NBO analysis.
Cartesian coordinates (Å):
O 0.6902 -0.6622 1.6934  -0.33
N -0.3517 -0.2669 1.1293  -0.08
S -0.0932 0.2798 -0.5556  2.37
O -0.3139 -1.1486 -0.9181  -0.98
O 1.2187 0.7805 -0.8911  -0.98
O -1.1507 1.2252 -0.8322  -0.99



It turns out b) is the most stable, with the second structure 0.0092 hartree higher.



a) Entry from the Open Molecules 2025 dataset: a structure of composition C4H3NS2 (wB97M-V/def2-TZVPD).

As for the HOMO energy (alpha / beta): -8.30 / -8.29 eV. The calculation puts the lowest unoccupied orbital energy (alpha / beta) at -0.042 / -0.042 Ha. The value obtained for the molar mass is 129.209 g/mol. The HOMO-LUMO gap (alpha / beta) comes out at 7.14 / 7.14 eV.

Each line ends with the natural charge from an NBO analysis.
Cartesian coordinates (Å):
C -0.2745 0.9342 0.0522  -0.23
C -1.3238 -0.0314 0.0628  0.08
C 0.9566 0.4273 -0.0125  -0.34
C 1.2252 -0.9355 -0.4328  -0.08
N -1.0659 -1.2472 0.2263  -0.55
S 2.4781 1.2291 0.0534  0.18
S 2.9222 -0.9305 0.0955  0.20
H -0.5241 1.9364 0.0748  0.22
H -2.3855 0.3317 -0.3225  0.16
H -2.0082 -1.7141 0.2029  0.36



b) Entry from the Open Molecules 2025 dataset: a structure of composition C4H3NS2 (wB97M-V/def2-TZVPD).

As for the HOMO energy: -9.25 eV. The calculation puts the lowest unoccupied orbital energy at -0.026 Ha. The value obtained for the molar mass is 129.209 g/mol. The HOMO-LUMO gap comes out at 8.54 eV.

Each line ends with the natural charge from an NBO analysis.
Cartesian coordinates (Å):
C -1.1878 -0.6868 -0.0106  -0.25
C 0.0706 1.2427 -0.0472  -0.49
C 0.2047 -0.1970 0.4323  -0.43
C 1.3152 -0.8970 -0.1945  0.28
H 0.7167 1.5489 -0.8842  0.24
H 0.1498 1.9895 0.7379  0.23
H 0.3120 -0.2772 1.5098  0.28
N 2.0610 -1.5619 -0.7761  -0.28
S -1.9700 -2.1028 -0.2051  0.10
S -1.6721 0.9416 -0.5624  0.32



It turns out b) is the most stable, with the second structure 0.1338 hartree higher.



a) Entry from the Open Molecules 2025 dataset: an isolated molecule of C22H27NO6 (wB97M-V/def2-TZVPD).

As for the HOMO energy: -8.54 eV. The calculation puts the lowest unoccupied orbital energy at 0.009 Ha. The SMILES is CCCCc1cc(=O)oc2cc(C)cc(OCC(=O)N3CCC(C(=O)O)CC3)c12. The value obtained for the molar mass is 401.459 g/mol. The HOMO-LUMO gap comes out at 8.77 eV.

Each line ends with the natural charge from an NBO analysis.
Cartesian coordinates (Å):
C 3.7048 1.1755 0.7044  -0.60
C 3.8459 -0.2922 0.3178  -0.39
C 2.6660 -1.1491 0.7769  -0.38
C 1.4144 -0.9124 -0.0823  -0.47
C 0.2947 -1.7650 0.4340  0.11
C 0.2624 -3.0661 0.0549  -0.35
C -0.6313 -4.0432 0.6249  0.74
O -0.7254 -5.2002 0.2962  -0.57
O -1.4067 -3.6044 1.6695  -0.46
C -1.4476 -2.3091 2.0399  0.36
C -2.3164 -2.0143 3.0895  -0.28
C -2.4604 -0.7165 3.5283  0.06
C -3.3592 -0.3731 4.6736  -0.63
C -1.7670 0.2974 2.8663  -0.34
C -0.9110 0.0252 1.8165  0.35
O -0.3084 1.0038 1.0897  -0.51
C -0.5064 2.3637 1.4117  -0.16
C 0.2377 3.1707 0.3400  0.67
O 1.1666 3.8920 0.6437  -0.61
N -0.1811 3.0186 -0.9315  -0.44
C -1.3121 2.2584 -1.4089  -0.21
C -0.8568 1.0800 -2.2699  -0.40
C 0.0526 1.5535 -3.4094  -0.33
C 0.6531 0.3470 -4.1003  0.81
O 1.2700 -0.5238 -3.5490  -0.60
O 0.4307 0.3569 -5.4162  -0.68
C 1.1907 2.4153 -2.8449  -0.40
C 0.6228 3.5599 -2.0089  -0.23
C -0.6715 -1.3157 1.4139  -0.16
H 3.6240 1.2784 1.7842  0.20
H 4.5745 1.7389 0.3744  0.21
H 2.8241 1.6282 0.2576  0.20
H 4.7588 -0.6854 0.7713  0.20
H 3.9511 -0.3805 -0.7658  0.20
H 2.4369 -0.9214 1.8210  0.20
H 2.9395 -2.2050 0.7189  0.21
H 1.6365 -1.1902 -1.1146  0.24
H 1.1657 0.1413 -0.0413  0.24
H 0.9523 -3.4445 -0.6829  0.23
H -2.8643 -2.8269 3.5380  0.23
H -4.1168 0.3445 4.3622  0.22
H -2.7835 0.0811 5.4789  0.22
H -3.8543 -1.2604 5.0569  0.22
H -1.9152 1.3142 3.1940  0.22
H -1.5715 2.6313 1.4313  0.19
H -0.0551 2.6099 2.3801  0.22
H -1.9351 2.9317 -2.0126  0.19
H -1.9123 1.8883 -0.5811  0.22
H -0.3080 0.3695 -1.6532  0.23
H -1.7335 0.5732 -2.6765  0.22
H -0.5196 2.1263 -4.1442  0.22
H 0.8293 -0.4201 -5.8412  0.50
H 1.8302 1.7902 -2.2190  0.22
H 1.7943 2.8203 -3.6581  0.22
H -0.0004 4.2120 -2.6302  0.19
H 1.4254 4.1490 -1.5630  0.25



b) Entry from the Open Molecules 2025 dataset: an isolated molecule of C22H27NO6 (wB97M-V/def2-TZVPD).

As for the HOMO energy: -7.85 eV. The calculation puts the lowest unoccupied orbital energy at 0.015 Ha. The SMILES is COC(=O)[C@H]1C(=O)C2=C(C[C@@H]1C)NC(C)=C(C(=O)OC(C)C)[C@H]2c1ccc(C)o1. The value obtained for the molar mass is 401.459 g/mol. The HOMO-LUMO gap comes out at 8.25 eV.

Each line ends with the natural charge from an NBO analysis.
Cartesian coordinates (Å):
C 5.5297 2.2899 1.6162  -0.26
O 4.9262 1.6919 0.4774  -0.49
C 3.7626 2.2068 0.0821  0.81
O 3.2475 3.1647 0.6032  -0.61
C 3.1912 1.4025 -1.0668  -0.41
C 2.2115 0.4096 -0.4102  0.56
O 2.6237 -0.6351 0.0510  -0.55
C 0.8304 0.8268 -0.3488  -0.16
C 0.4066 2.0109 -0.8475  0.29
C 1.2952 2.9662 -1.5748  -0.45
C 2.5236 2.2567 -2.1473  -0.19
C 2.1471 1.3826 -3.3427  -0.61
N -0.8890 2.4006 -0.6728  -0.58
C -1.7725 1.7427 0.1620  0.28
C -3.0317 2.5067 0.4056  -0.67
C -1.4432 0.5374 0.6748  -0.19
C -2.3354 -0.2386 1.5527  0.79
O -3.4499 0.0932 1.9029  -0.64
O -1.7529 -1.3876 1.9098  -0.51
C -2.4612 -2.3598 2.6893  0.11
C -3.6825 -2.8831 1.9392  -0.64
C -2.8200 -1.8290 4.0738  -0.64
C -0.1531 -0.1489 0.2606  -0.31
C -0.4764 -1.2199 -0.7407  0.31
C -0.9588 -1.1300 -2.0141  -0.33
C -1.0943 -2.4613 -2.4794  -0.31
C -0.6868 -3.2656 -1.4565  0.28
C -0.5966 -4.7452 -1.3354  -0.65
O -0.3128 -2.5117 -0.4023  -0.40
H 6.4686 1.7656 1.7722  0.20
H 4.8811 2.1816 2.4874  0.19
H 5.7058 3.3528 1.4373  0.19
H 4.0111 0.8129 -1.4853  0.25
H 1.6200 3.7387 -0.8727  0.27
H 0.7367 3.4511 -2.3801  0.21
H 3.2391 3.0166 -2.4820  0.22
H 1.4431 0.6093 -3.0451  0.22
H 3.0303 0.9005 -3.7539  0.22
H 1.6933 1.9864 -4.1256  0.21
H -1.1637 3.3118 -1.0106  0.40
H -2.8041 3.4512 0.8999  0.22
H -3.7059 1.9324 1.0305  0.28
H -3.5208 2.7251 -0.5435  0.22
H -1.7195 -3.1627 2.7852  0.19
H -4.4348 -2.1032 1.8578  0.23
H -3.3951 -3.2009 0.9390  0.22
H -4.1039 -3.7302 2.4735  0.21
H -3.2227 -2.6372 4.6783  0.21
H -1.9335 -1.4305 4.5621  0.21
H -3.5627 -1.0403 3.9922  0.23
H 0.3126 -0.6441 1.1180  0.27
H -1.1920 -0.2324 -2.5511  0.22
H -1.4463 -2.7737 -3.4417  0.22
H 0.4312 -5.0451 -1.1353  0.23
H -1.2146 -5.0987 -0.5105  0.22
H -0.9319 -5.2106 -2.2575  0.23



It turns out a) is the most stable, with the second structure 0.0263 hartree higher.



a) Entry from the Open Molecules 2025 dataset: a cluster of 2 separate species, CH7ClOSi2 in total (wB97M-V/def2-TZVPD).

As for the HOMO energy: -8.05 eV. The calculation puts the lowest unoccupied orbital energy at -0.008 Ha. The value obtained for the molar mass is 126.691 g/mol. The HOMO-LUMO gap comes out at 7.84 eV.

Each line ends with the natural charge from an NBO analysis.
Cartesian coordinates (Å):
C -1.2006 1.5729 -0.1169  -1.18
O 0.6827 -0.7301 0.8726  -1.13
Si 1.6355 -0.9814 -0.4701  1.19
Si -1.7114 -0.2972 -0.5235  0.91
Cl -2.6967 -1.0166 1.0703  -0.45
H -2.1088 2.1256 0.1714  0.24
H -0.4713 1.4115 0.6576  0.25
H -0.9154 2.1354 -0.9931  0.24
H 0.8167 -1.0070 1.7797  0.53
H 1.6680 0.1014 -1.4888  -0.18
H 1.4242 -2.1696 -1.2636  -0.20
H 2.8770 -1.1449 0.3044  -0.22



b) Entry from the Open Molecules 2025 dataset: an isolated molecule of CH7ClOSi2 (wB97M-V/def2-TZVPD).

As for the HOMO energy: -10.37 eV. The calculation puts the lowest unoccupied orbital energy at 0.015 Ha. The SMILES is C[Si@](O)([SiH3])Cl. The value obtained for the molar mass is 126.691 g/mol. The HOMO-LUMO gap comes out at 10.79 eV.

Each line ends with the natural charge from an NBO analysis.
Cartesian coordinates (Å):
C -1.4121 -0.2383 -1.1090  -1.11
Si -0.0987 0.5098 0.0232  1.53
O 0.7359 1.7387 -0.5812  -1.15
Si 1.3481 -0.9029 0.9854  0.28
Cl -1.4482 1.5878 1.6337  -0.51
H -0.9589 -0.9558 -1.8082  0.25
H -2.0475 -0.7431 -0.4825  0.25
H -1.8877 0.5630 -1.6552  0.25
H 0.6740 2.7154 -0.7182  0.55
H 2.7193 -0.4969 1.5955  -0.09
H 1.5601 -2.0374 0.1151  -0.12
H 0.8157 -1.7403 2.0013  -0.12



It turns out b) is the most stable, with the second structure 0.0510 hartree higher.